[1]
57
Properties=species:S:1:pos:R:3:forces:R:3:lowdin_charge:R:1 method="wB97M-V/def2-TZVPD" multiplicity=1 total_energy_ev=-41654.48711 largest_force_ev_per_a=1.09 smiles="CCN(CC)S(=O)(=O)c1cccc(NC(=O)CN(C)C2CCCCC2)c1"
C -4.60168 -3.26763 0.54310 0.2 0.1 -0.1 -0.0731
C -3.33707 -2.48586 0.19885 0.0 -0.4 0.5 -0.2711
N -3.59035 -1.16887 -0.35482 -0.2 0.8 0.7 -0.2557
C -4.31532 -1.12896 -1.61298 -0.2 0.3 -0.5 -0.2689
C -3.96994 0.12806 -2.40000 -0.1 -0.3 -0.1 -0.0718
S -4.13437 -0.03249 0.76539 0.4 0.1 -0.1 0.6776
O -3.76085 -0.48485 2.07571 0.2 -0.2 -0.1 -0.2790
O -5.51103 0.30566 0.53157 0.1 0.1 -0.3 -0.2796
C -3.10694 1.38540 0.38536 -0.3 -0.3 0.1 -0.2886
C -3.66899 2.63018 0.18055 -0.2 0.0 0.0 -0.0707
C -2.83201 3.70382 -0.08276 0.0 -0.2 0.1 -0.0520
C -1.46051 3.53302 -0.13508 0.1 0.1 0.0 0.0069
C -0.90169 2.27347 0.08561 -0.5 0.1 0.0 -0.1946
N 0.46725 2.04192 0.05405 0.0 -0.4 0.0 0.1333
C 1.49468 2.91830 -0.10916 0.1 -0.3 0.0 -0.4530
O 1.39298 4.10307 -0.32960 0.0 0.3 -0.1 0.0752
C 2.84534 2.20050 -0.03786 0.1 0.1 0.0 -0.1072
N 2.75310 1.02546 0.80572 0.3 0.1 -0.1 -0.2084
C 2.71369 1.41677 2.20379 0.0 0.0 0.0 -0.0666
C 3.69206 -0.08678 0.59174 -0.3 -0.3 -0.2 -0.3234
C 4.39384 -0.10414 -0.76607 0.2 0.1 0.3 -0.1657
C 5.32853 -1.31006 -0.85788 -0.2 -0.1 -0.2 -0.1981
C 4.55869 -2.61338 -0.67754 0.2 0.0 0.2 -0.2097
C 3.82744 -2.60741 0.66011 -0.2 -0.1 -0.2 -0.2012
C 2.90600 -1.39609 0.75483 0.4 0.0 0.3 -0.1549
C -1.74397 1.19265 0.34820 0.2 0.2 0.0 0.0010
H -4.33738 -4.20790 1.02032 0.0 -0.1 0.0 0.0761
H -5.18636 -3.48091 -0.34883 -0.1 -0.1 -0.1 0.0704
H -5.20681 -2.68070 1.22975 -0.1 -0.1 0.1 0.0731
H -2.75830 -2.32143 1.10854 0.1 -0.2 -0.1 0.1035
H -2.72256 -3.03768 -0.52020 0.0 0.1 0.1 0.1208
H -5.39669 -1.15574 -1.43336 0.1 -0.2 -0.1 0.1136
H -4.02821 -2.01410 -2.18639 0.0 0.0 0.1 0.1241
H -4.39333 0.06031 -3.39931 -0.1 0.1 -0.1 0.0775
H -2.89152 0.24234 -2.47957 0.1 0.0 0.0 0.0817
H -4.37917 1.00489 -1.90816 0.0 0.1 -0.1 0.0588
H -4.74089 2.73523 0.22901 -0.1 0.1 0.0 0.1133
H -3.25076 4.68465 -0.24787 0.0 0.1 0.0 0.1095
H -0.80922 4.36732 -0.33815 0.0 0.0 0.0 0.1022
H 0.78296 1.10108 0.28337 0.0 0.2 0.0 0.1343
H 3.60359 2.92678 0.29347 -0.1 0.0 -0.1 0.1377
H 3.07773 1.91549 -1.06478 0.0 0.0 0.0 0.1210
H 3.66354 1.85966 2.53824 0.0 0.0 0.0 0.0959
H 1.92308 2.15067 2.35348 0.0 0.0 0.1 0.0917
H 2.49956 0.54834 2.82341 0.0 0.0 0.1 0.0854
H 4.47878 -0.04967 1.36357 0.0 0.0 0.0 0.1493
H 3.65302 -0.16791 -1.56646 -0.1 0.1 -0.1 0.1232
H 4.98139 0.80582 -0.90221 -0.1 0.1 -0.1 0.1149
H 5.83109 -1.30432 -1.82716 0.1 0.0 0.0 0.1106
H 6.09599 -1.23263 -0.08422 0.1 0.0 0.0 0.1157
H 5.24531 -3.46053 -0.72570 0.0 0.0 -0.1 0.1084
H 3.83408 -2.72251 -1.48761 0.0 0.0 -0.1 0.1138
H 3.24525 -3.52379 0.77397 0.0 0.0 0.1 0.1092
H 4.55715 -2.57209 1.47242 0.0 -0.1 0.1 0.1152
H 2.15022 -1.44701 -0.03223 -0.1 0.1 0.0 0.1202
H 2.38769 -1.40047 1.71472 -0.1 0.0 0.0 0.1067
H -1.34811 0.20501 0.52711 0.2 -0.1 0.0 0.1217

=====

[2]
57
Properties=species:S:1:pos:R:3:forces:R:3:lowdin_charge:R:1 method="wB97M-V/def2-TZVPD" multiplicity=1 total_energy_ev=-32868.26349 largest_force_ev_per_a=0.26 smiles="C=C(C)CC(=O)N[C@H]1C[C@H]2CC[C@@H]([C@H]1C)N2C(=O)C(C)(C)NC(=O)OC"
C -2.44439 3.65295 2.89098 0.0 0.0 0.0 0.0437
C -2.85233 3.78860 1.63304 0.0 0.0 0.0 -0.3864
C -2.12072 4.63207 0.62983 0.0 0.0 0.0 -0.0546
C -4.06197 3.06561 1.10648 0.0 0.0 0.0 -0.0699
C -3.71422 1.89155 0.19150 0.0 0.1 -0.1 -0.4836
O -4.39616 1.60541 -0.77678 0.0 0.0 0.0 0.0600
N -2.61226 1.19997 0.56056 0.0 0.0 0.1 0.1137
C -2.14170 0.03259 -0.17275 0.0 0.0 0.0 -0.2413
C -1.18262 0.42533 -1.30709 0.0 0.0 0.0 -0.0613
C 0.26372 0.56359 -0.83835 -0.1 -0.1 -0.1 -0.2520
C 0.45646 1.54145 0.34134 0.0 0.0 0.0 -0.0835
C 0.28832 0.65956 1.60124 0.0 0.0 0.0 -0.0858
C -0.02557 -0.73863 1.04023 0.0 0.0 0.0 -0.2208
C -1.50774 -1.01754 0.75760 0.0 0.0 0.0 -0.2596
C -2.30824 -1.23892 2.03366 0.0 0.0 0.0 -0.0460
N 0.66520 -0.73202 -0.25828 0.0 0.0 0.2 0.0436
C 1.95535 -1.20527 -0.27942 0.1 0.2 0.0 -0.3717
O 2.51258 -1.62229 0.71863 -0.1 -0.2 -0.1 0.0973
C 2.71703 -1.22997 -1.63239 0.0 0.0 0.0 -0.4453
C 1.81801 -1.35826 -2.86516 0.0 0.0 0.0 -0.0157
C 3.58525 0.02708 -1.71754 0.0 0.0 0.0 -0.0098
N 3.64646 -2.35997 -1.59352 -0.1 -0.1 0.0 0.1324
C 3.16199 -3.60590 -1.29032 0.0 0.1 0.1 -0.5731
O 2.00066 -3.93821 -1.34427 0.0 0.0 0.0 0.1069
O 4.16805 -4.42621 -0.93784 0.1 0.0 0.0 -0.0247
C 3.76059 -5.75261 -0.59809 0.0 0.0 0.0 -0.0469
H -2.99956 3.05015 3.60048 0.0 0.0 0.0 0.0677
H -1.55637 4.15601 3.25407 0.0 0.0 0.0 0.0657
H -2.75588 5.45443 0.29243 0.0 0.0 0.0 0.0874
H -1.20335 5.04855 1.04320 0.0 0.0 0.0 0.0796
H -1.87131 4.04502 -0.25873 0.0 0.0 0.0 0.0765
H -4.66552 2.67029 1.92663 0.0 0.0 0.0 0.1265
H -4.69482 3.73019 0.51852 0.0 0.0 0.0 0.1265
H -2.10275 1.54410 1.35636 0.0 0.0 0.0 0.0930
H -3.03894 -0.39456 -0.62230 0.0 0.0 0.0 0.1482
H -1.20758 -0.34733 -2.07902 0.0 0.0 0.0 0.1251
H -1.53429 1.35490 -1.75988 0.0 0.0 0.0 0.1263
H 0.89235 0.82991 -1.68118 0.0 0.0 0.0 0.1121
H 1.46265 1.96152 0.30657 0.0 0.0 0.0 0.1114
H -0.24421 2.37499 0.29562 0.0 0.0 0.0 0.0916
H 1.22403 0.61215 2.15681 0.0 0.0 0.0 0.1162
H -0.46869 1.02474 2.29735 0.0 0.0 0.0 0.0953
H 0.38426 -1.53159 1.65983 0.0 0.0 0.0 0.1504
H -1.51179 -1.95355 0.19082 0.0 0.0 0.0 0.1535
H -2.25951 -0.38037 2.70640 0.0 0.0 0.0 0.0710
H -3.36045 -1.41542 1.80522 0.0 0.0 0.0 0.0873
H -1.92693 -2.10588 2.57501 0.0 0.0 0.0 0.0845
H 1.32274 -0.41979 -3.10835 0.0 0.0 0.0 0.0708
H 2.44173 -1.63396 -3.71542 0.0 0.0 0.0 0.0947
H 1.06711 -2.12978 -2.71986 0.0 0.0 0.0 0.0836
H 2.97775 0.93058 -1.75356 0.0 0.0 0.0 0.0767
H 4.24208 0.09431 -0.84806 0.0 0.0 0.0 0.0951
H 4.19458 -0.01003 -2.62148 0.0 0.0 0.0 0.0940
H 4.54492 -2.17121 -1.17655 0.0 0.0 0.0 0.1444
H 4.66994 -6.28091 -0.32919 0.0 0.0 0.0 0.0901
H 3.06842 -5.73362 0.24203 0.0 0.0 0.0 0.0956
H 3.27763 -6.23379 -1.44706 0.0 0.0 0.0 0.0935

=====

[3]
66
Properties=species:S:1:pos:R:3:forces:R:3:lowdin_charge:R:1 method="wB97M-V/def2-TZVPD" multiplicity=1 total_charge=+1 total_energy_ev=-57418.69455 largest_force_ev_per_a=1.77 smiles="CC(C)OC(=O)OCOP(=O)(CO[C@H](C)Cn1cnc2c([NH3+])ncnc21)OCOC(=O)OC(C)C"
C 2.45724 2.65428 3.45339 -0.4 0.0 -0.3 -0.0115
C 2.05114 2.81944 1.99985 0.7 0.3 0.0 -0.3336
C 2.99041 2.09163 1.05240 -0.4 0.0 0.0 -0.0087
O 0.68493 2.30053 1.89374 -0.2 -0.2 0.3 0.0711
C 0.00175 2.62370 0.84487 -0.2 0.4 -0.2 -0.5693
O 0.43542 3.28508 -0.09062 0.3 0.1 -0.2 0.1012
O -1.28231 2.29868 0.81982 0.2 0.1 -0.1 0.0763
C -1.88654 1.54332 1.86066 -0.4 0.4 0.7 -0.1871
O -1.93724 0.19429 1.57636 0.4 -0.6 -0.3 -0.1515
P -0.58693 -0.69339 1.34251 -1.2 0.3 1.2 0.6709
O 0.19915 -0.12609 0.23701 0.1 -0.1 -0.1 -0.2111
C -1.52203 -2.30423 1.30313 0.4 0.2 0.1 -0.1878
O -2.40548 -2.29445 0.22555 -0.3 0.0 -0.4 -0.1422
C -2.03592 -2.99600 -0.96392 -0.1 -0.2 -0.4 -0.3209
C -0.55500 -2.94314 -1.31283 -0.2 0.0 0.2 -0.0386
C -2.90238 -2.34793 -2.06547 0.1 -0.7 0.5 -0.0540
N -2.71906 -0.92307 -2.05741 0.1 0.1 -0.2 0.0255
C -3.41579 -0.01970 -1.30925 0.0 0.4 0.0 -0.0897
N -2.98148 1.20249 -1.39481 -0.3 0.5 0.3 0.1505
C -1.90231 1.12632 -2.22587 0.2 -0.9 -0.3 -0.1576
C -0.96072 2.01126 -2.70859 -0.1 -0.7 -0.2 -0.2392
N -0.92033 3.40323 -2.28687 0.2 0.0 0.3 0.2490
N -0.01430 1.62145 -3.53363 0.1 0.7 0.2 0.1482
C 0.03301 0.33970 -3.88760 0.2 0.0 -0.1 -0.1793
N -0.77261 -0.62042 -3.48643 -0.4 -0.7 0.1 0.1850
C -1.72515 -0.22397 -2.65792 0.5 1.4 -0.2 -0.2163
O 0.00224 -0.45808 2.84666 -0.6 -0.1 -0.9 -0.1290
C 1.14230 -1.01466 3.40878 0.1 -0.6 0.7 -0.1925
O 2.26463 -0.86851 2.58011 0.4 0.2 -0.4 0.0755
C 2.19166 -1.61936 1.46519 0.2 -0.1 0.4 -0.5878
O 1.27545 -2.38446 1.27315 0.0 -0.4 -0.1 0.0602
O 3.21860 -1.39446 0.70952 0.4 0.2 0.1 0.0926
C 3.27076 -2.02468 -0.59924 0.0 -0.3 -0.7 -0.3561
C 2.87742 -0.98135 -1.63649 -0.1 -0.2 0.4 -0.0233
C 4.68577 -2.54391 -0.79451 -0.4 0.1 0.3 -0.0210
H 2.57353 1.60008 3.68599 0.1 -0.1 0.1 0.0717
H 1.71006 3.08767 4.11285 0.0 0.1 0.1 0.0907
H 3.40488 3.15748 3.61967 0.1 0.0 0.0 0.0955
H 1.99691 3.88122 1.72866 0.0 -0.2 0.1 0.1532
H 3.04722 1.03902 1.31082 0.0 0.0 0.0 0.0661
H 2.65245 2.18914 0.02443 0.1 0.0 -0.1 0.0820
H 3.98102 2.52894 1.13774 0.1 0.1 0.0 0.0992
H -1.36470 1.73260 2.80599 -0.1 0.0 -0.2 0.1468
H -2.92267 1.89713 1.89619 0.3 -0.1 0.0 0.1552
H -2.13068 -2.28794 2.21141 0.2 0.0 0.0 0.1233
H -0.86512 -3.17089 1.31500 0.0 0.1 0.1 0.1031
H -2.34910 -4.04742 -0.86035 0.0 0.2 0.0 0.1573
H -0.41101 -3.28496 -2.33378 0.0 0.0 -0.1 0.0929
H 0.02544 -3.58045 -0.65254 0.1 0.0 0.0 0.0771
H -0.17739 -1.92967 -1.22487 0.1 0.1 -0.1 0.0499
H -3.95543 -2.55620 -1.86756 0.1 0.0 -0.1 0.1397
H -2.61951 -2.73684 -3.04469 -0.1 0.0 0.1 0.1402
H -4.25773 -0.31078 -0.71294 -0.2 -0.2 0.1 0.1491
H -1.86392 3.76183 -2.11807 0.2 0.1 -0.1 0.1729
H -0.40398 3.95934 -2.97558 -0.2 -0.1 0.1 0.1720
H -0.36428 3.42802 -1.32580 -0.2 0.0 -0.1 0.1037
H 0.82193 0.06375 -4.57036 0.1 0.0 -0.1 0.1175
H 0.98311 -2.07878 3.63261 0.0 0.3 -0.1 0.1538
H 1.35825 -0.45358 4.32285 0.0 -0.1 -0.3 0.1509
H 2.54957 -2.84877 -0.60059 0.1 0.1 0.1 0.1391
H 3.62517 -0.19382 -1.67464 0.1 0.1 0.0 0.0899
H 1.91804 -0.54319 -1.37296 -0.1 0.0 0.0 0.0524
H 2.79846 -1.44843 -2.61328 0.0 -0.1 -0.1 0.0890
H 5.39424 -1.72315 -0.72808 0.1 0.1 0.0 0.0894
H 4.93264 -3.28017 -0.03462 0.1 -0.1 0.0 0.0876
H 4.76956 -3.00729 -1.77272 0.0 0.0 -0.1 0.0906

=====

[4]
61
Properties=species:S:1:pos:R:3:forces:R:3:lowdin_charge:R:1 method="wB97M-V/def2-TZVPD" multiplicity=1 total_energy_ev=-48723.07666 largest_force_ev_per_a=5.62 smiles="O=C(O)CCCc1cccc2nsnc12.CN(C)C=O.CN(C)C=O.CN(C)C=O"
O -2.22209 -1.81676 0.32101 3.4 3.5 -0.7 0.0326
C -1.32611 -0.94968 0.09801 -2.7 -3.3 0.6 -0.3655
O -1.39225 0.27314 0.84883 1.1 -1.6 -0.8 0.0062
C -0.23740 -1.28096 -1.02958 -0.3 0.1 -0.5 -0.0944
C 1.16660 -1.82730 -0.44095 -0.3 1.3 1.1 -0.1735
C 2.37472 -0.73813 -0.61562 -1.0 0.2 1.3 -0.1342
C 2.04018 0.42460 0.47203 1.0 -0.9 1.0 -0.1021
C 2.48717 0.15729 1.92270 -2.2 3.3 -1.9 -0.0192
C 2.16326 1.21778 3.03683 -1.9 1.9 -3.9 -0.0478
C 1.39444 2.50407 2.62376 1.3 -2.9 -0.6 -0.0209
C 0.95550 2.72719 1.13925 -0.7 -0.2 -3.4 -0.2332
N 0.22943 3.79482 0.50930 1.3 -2.1 0.8 -0.3015
S -0.02286 3.57856 -1.16668 2.7 -3.2 3.8 0.9264
N 0.79776 2.05837 -1.34034 0.6 0.4 4.2 -0.2566
C 1.26523 1.68776 -0.03736 0.0 0.9 1.8 -0.2393
H -0.88332 0.17158 1.68741 -0.4 0.0 -0.9 0.1093
H -0.12744 -0.35044 -1.69626 0.1 -1.4 1.0 0.1054
H -0.68108 -2.13004 -1.67916 0.5 1.6 1.2 0.1104
H 1.01460 -1.90437 0.70045 0.3 0.0 -2.2 0.0766
H 1.45455 -2.87190 -0.79738 -0.5 1.6 0.1 0.1178
H 3.36527 -1.25057 -0.33237 -1.5 0.9 -0.5 0.1124
H 2.40297 -0.27547 -1.66110 0.0 -0.8 1.5 0.1114
H 3.02273 -0.81560 2.20354 -1.0 1.7 -0.8 0.0913
H 2.49351 1.02024 4.10764 -0.6 0.5 -1.6 0.0875
H 1.13049 3.29391 3.39865 0.4 -1.2 -1.3 0.0899
C 2.54253 -5.02760 4.73600 -0.2 0.2 0.0 -0.0588
N 2.05321 -3.99190 3.84875 0.5 0.0 -0.8 -0.1968
C 0.96959 -3.13749 4.29656 0.0 0.1 -0.3 -0.0335
C 2.57880 -3.79537 2.60709 -0.2 -0.2 0.6 -0.2962
O 2.21279 -2.94349 1.81399 0.4 -0.5 0.9 -0.0293
H 1.72248 -5.71059 4.97198 0.2 -0.1 0.1 0.0913
H 2.90882 -4.56446 5.65579 0.0 -0.2 0.0 0.0904
H 3.35381 -5.58996 4.27105 -0.1 0.1 0.0 0.0852
H 0.12654 -3.23787 3.60834 0.0 0.1 0.1 0.0983
H 1.30641 -2.09761 4.28832 -0.2 0.0 0.0 0.0851
H 0.65546 -3.41328 5.30395 0.1 0.0 -0.1 0.0896
H 3.39415 -4.49620 2.36659 0.0 0.0 0.1 0.1385
C -2.00824 6.22927 1.04691 -0.2 0.2 -0.1 -0.0675
N -2.49935 7.26333 0.15793 0.4 -0.1 -0.6 -0.2054
C -3.57761 8.12183 0.60703 0.0 0.1 -0.3 -0.0502
C -1.97838 7.45385 -1.08827 -0.3 0.1 0.4 -0.3440
O -2.34353 8.30101 -1.88219 -0.1 -0.1 0.3 0.0091
H -2.82992 5.54981 1.28880 0.2 -0.1 0.1 0.0927
H -1.63639 6.69599 1.96299 0.0 -0.2 0.1 0.0904
H -1.20069 5.66260 0.58090 -0.1 0.2 0.1 0.0227
H -4.42414 8.02122 -0.07687 0.0 0.1 0.1 0.0921
H -3.23798 9.16057 0.59315 -0.2 0.0 0.0 0.0919
H -3.88774 7.85067 1.61705 0.1 -0.1 -0.1 0.0850
H -1.16544 6.74912 -1.32884 0.0 -0.1 0.1 0.1183
C -2.21389 -3.67278 -6.35374 0.1 -0.2 0.2 -0.0643
N -1.23644 -3.69430 -5.28494 0.4 0.7 -0.1 -0.2064
C -1.19340 -4.83907 -4.39606 0.2 0.2 0.2 -0.0447
C -0.35528 -2.67119 -5.08859 -0.2 -0.3 0.0 -0.3398
O 0.48809 -2.62752 -4.21224 -0.2 -0.2 -0.1 0.0053
H -3.21591 -3.73303 -5.92099 0.0 0.0 -0.2 0.0895
H -2.04565 -4.53264 -7.00748 -0.2 0.1 -0.1 0.0882
H -2.13212 -2.75624 -6.94019 0.1 -0.1 0.1 0.0835
H -1.36707 -4.50310 -3.37068 0.0 -0.2 0.0 0.0899
H -0.20311 -5.29812 -4.45112 -0.1 -0.1 0.1 0.0929
H -1.95284 -5.57030 -4.67599 0.1 0.2 0.0 0.0868
H -0.47342 -1.85322 -5.81760 -0.1 0.0 -0.1 0.1314